A molecular structure, C24H36GaP2Si, computed with the ωB97M-V functional and the def2-TZVPD basis.

Computed properties:
- Net charge: +1
- Energy above the lowest of the compared OMol25 structures with the same formula, charge and spin: 68.2 kJ/mol
- Electronic energy: -3832.594962 Ha
- Largest force on an atom: 2.9 eV Å⁻¹
- HOMO-LUMO gap (alpha / beta): 6.70 / 5.00 eV
- 2S+1: 1
- E_HOMO (alpha / beta): -10.2 / -8.8 eV

Element x y z (Å)
C 1.2766 -2.6425 -1.3997
C 2.6523 -2.5159 -0.9980
C 2.7969 -3.1508 0.2637
H 3.4303 -2.0106 -1.5544
C 1.5308 -3.6957 0.6352
C 0.6003 -3.3939 -0.3947
H -0.4388 -3.6979 -0.4354
H 0.8430 -2.2340 -2.3099
H 3.7200 -3.2010 0.8446
H 1.3225 -4.2576 1.5565
Ga -1.3298 0.6535 0.9207
C 0.0681 2.2898 0.9705
H 0.8895 2.2688 1.7153
H -0.8916 2.4054 1.5582
H 0.1168 3.1933 0.3478
Si 1.3407 1.0614 -0.6465
C 1.3632 2.1116 -2.2372
C 1.8154 1.4290 -3.3712
H 2.2198 0.4124 -3.3006
C 1.6648 1.9505 -4.6513
H 1.9949 1.3610 -5.5142
C 1.0620 3.1870 -4.8276
H 0.9319 3.5871 -5.8370
C 0.5667 3.8608 -3.7114
H -0.0072 4.7868 -3.8490
C 0.7761 3.3589 -2.4097
H 0.4304 3.9298 -1.5357
C 2.9878 0.8603 0.2022
C 4.1555 1.1364 -0.5225
H 4.1407 1.7856 -1.4217
C 5.3617 0.5681 -0.1213
H 6.2525 0.6644 -0.7224
C 5.4425 -0.1431 1.0851
H 6.3737 -0.5809 1.4257
C 4.2901 -0.2971 1.8713
H 4.3333 -0.8353 2.8152
C 3.0642 0.2307 1.4494
H 2.1669 0.1278 2.0766
H 0.1835 -0.0141 0.0842
H 1.5209 -0.0955 -1.5031
C -4.0460 2.3502 -0.1050
P -3.6377 0.6949 0.4839
C -4.3634 -0.4676 -0.7345
C -4.4555 0.3274 2.0776
C -3.6865 -0.7205 2.9194
P -2.1228 -1.2530 2.0817
C -1.0787 -2.0414 3.3555
C -2.7520 -2.7515 1.3050
H -4.8972 2.2785 -0.7868
H -3.1699 2.7544 -0.6587
H -4.2695 3.0196 0.7368
H -5.0204 -1.1852 -0.2376
H -4.9381 0.1075 -1.4834
H -3.5567 -0.9987 -1.2475
H -4.5343 1.2765 2.6337
H -5.4767 -0.0266 1.8604
H -3.4199 -0.3407 3.9122
H -4.2757 -1.6605 3.0315
H -1.1631 -1.4667 4.3084
H -1.4948 -3.0550 3.4820
H -0.0242 -2.0785 3.0083
H -3.8012 -2.8744 1.5757
H -2.6428 -2.7440 0.2152
H -2.1920 -3.5992 1.7184